(1)
C5H12ClN2 | ωB97M-V/def2-TZVPD

Atoms and positions in Å:
N 1.643 -1.986 0.045
C 1.631 -0.847 -0.443
C 1.713 0.401 0.393
N 0.718 1.485 0.009
C -0.605 1.026 -0.539
C -1.402 0.165 0.430
C -2.027 -1.057 -0.241
Cl -1.647 -2.560 0.625
H 1.667 -1.965 1.063
H 1.594 -0.765 -1.516
H 2.689 0.833 0.235
H 1.629 0.218 1.450
H 1.168 2.066 -0.698
H 0.530 2.097 0.801
H -1.169 1.926 -0.717
H -0.468 0.585 -1.502
H -2.196 0.732 0.882
H -0.791 -0.189 1.242
H -1.698 -1.183 -1.258
H -3.097 -0.973 -0.246

As for the lowest unoccupied orbital energy: -3.74 eV. Its largest force on an atom is 1.371 eV/Å. The total energy is -20874.558 eV. The HOMO energy comes out at -13.9 eV. The charge is +1. The value obtained for the energy relative to the best compared isomer or geometry (same formula, charge and spin) is 10.18 kcal per mole. The SMILES is [H]/N=C\C[NH2+]CCCCl.

(2)
C5H12F7MgNO7S2 | ωB97M-V/def2-TZVPD

Atoms and positions in Å:
Mg 16.996 20.423 2.532
C 21.164 16.989 2.802
F 20.837 17.131 3.987
F 21.262 18.187 2.115
F 22.356 16.442 2.733
S 19.807 15.949 1.911
O 20.013 16.303 0.469
O 19.881 14.477 2.149
N 18.285 16.708 2.435
S 17.424 15.547 3.133
O 18.080 14.691 4.136
O 16.203 16.234 3.599
C 16.795 14.360 1.616
F 17.038 14.817 0.423
F 17.420 13.189 1.765
F 15.450 14.073 1.764
F 18.103 23.230 1.167
C 15.890 19.401 -2.343
O 15.217 19.721 -1.154
H 16.157 18.348 -2.250
H 15.396 19.615 -3.291
H 16.764 20.040 -2.471
H 14.361 19.287 -1.198
C 13.414 23.110 4.888
O 13.950 21.787 4.518
H 12.456 23.212 5.397
H 14.154 23.418 5.628
H 13.386 23.794 4.040
H 13.164 21.243 4.616
C 18.197 19.883 7.353
O 18.430 20.536 6.146
H 17.401 19.164 7.548
H 19.103 19.305 7.535
H 18.009 20.636 8.118
H 19.120 21.191 6.279

As for the lowest unoccupied orbital energy: -5.70 eV. Its largest force on an atom is 4.709 eV/Å. The total energy is -67329.451 eV. The HOMO energy comes out at -10.1 eV. The value obtained for the energy relative to the best compared isomer or geometry (same formula, charge and spin) is 277.73 kcal per mole.

(3)
C5H12Li2N2O5 | ωB97M-V/def2-TZVPD

Atoms and positions in Å:
Li -0.512 -0.611 0.418
Li -3.236 -1.115 0.708
O -0.723 1.077 -0.912
C -1.631 0.530 -1.774
C -1.643 -0.999 -1.887
O -1.969 -1.671 -0.729
H -1.577 0.971 -2.809
H -2.668 0.793 -1.422
H -0.615 -1.324 -2.162
H -2.285 -1.264 -2.762
O 0.403 -1.176 2.119
C -0.232 -0.418 3.028
C -1.757 -0.255 2.941
O -2.297 0.299 1.811
H 0.210 0.622 3.129
H -0.019 -0.701 4.110
H -2.123 0.209 3.906
H -2.175 -1.294 3.168
C 2.957 0.510 -0.911
O 2.646 -0.218 0.043
N 2.077 1.318 -1.603
N 4.285 0.527 -1.415
H 2.478 1.913 -2.303
H 1.004 1.314 -1.412
H 5.002 -0.006 -0.975
H 4.400 0.967 -2.304

As for the lowest unoccupied orbital energy: 4.33 eV. Its largest force on an atom is 2.339 eV/Å. The total energy is -19007.320 eV. The HOMO energy comes out at 0.6 eV. The charge is -2.

(4)
C5H12N | ωB97M-V/def2-TZVPD

Atoms and positions in Å:
C -4.294 0.330 0.114
C -0.153 0.028 -0.043
N -1.311 -0.406 -0.485
C 3.189 0.401 -0.566
C 2.249 0.157 0.609
C 1.015 -0.618 0.392
H -3.335 0.790 0.287
H -4.864 0.817 -0.680
H -4.958 0.312 0.985
H -4.199 -0.724 -0.152
H 3.694 -0.511 -0.893
H -0.012 1.117 -0.027
H 2.711 0.837 -1.447
H 3.937 1.140 -0.277
H 1.947 1.125 1.025
H 2.870 -0.341 1.369
H -1.258 -1.414 -0.274
H 0.986 -1.705 0.450

As for the lowest unoccupied orbital energy (spin up / spin down): 1.08 / -0.84 eV. Its largest force on an atom is 1.837 eV/Å. The total energy is -6867.587 eV. The HOMO energy (spin up / spin down) comes out at -8.6 / -10.2 eV. As for the spin multiplicity: 2. The value obtained for the energy relative to the best compared isomer or geometry (same formula, charge and spin) is 4.13 kcal per mole.

(5)
C5H12N | ωB97M-V/def2-TZVPD

Atoms and positions in Å:
C 0.075 -1.293 -1.054
C -0.741 -0.736 -0.004
C -0.439 0.786 0.315
C 0.580 1.514 -0.236
C -1.325 1.363 1.435
N 1.538 -1.285 -0.627
H -0.210 -2.303 -1.160
H -0.015 -0.947 -2.044
H -0.524 -1.082 1.070
H -1.834 -0.816 -0.243
H 1.068 1.426 -1.187
H 0.564 2.604 0.303
H -2.441 1.348 1.234
H -0.869 0.683 2.238
H -1.054 2.476 1.464
H 1.536 -0.618 0.093
H 1.931 -2.118 -0.194
H 2.161 -1.002 -1.404

As for the lowest unoccupied orbital energy: -3.61 eV. Its largest force on an atom is 4.882 eV/Å. The total energy is -6860.992 eV. The HOMO energy comes out at -13.5 eV. The charge is +1. The value obtained for the energy relative to the best compared isomer or geometry (same formula, charge and spin) is 59.18 kcal per mole. The SMILES is C=C(C)CC[NH3+].

(6)
C5H12N | ωB97M-V/def2-TZVPD

Atoms and positions in Å:
C 0.927 -0.702 1.742
C 0.277 -0.677 2.882
N 0.915 0.457 0.828
H 1.570 -1.501 1.406
H 0.342 -1.526 3.547
H -0.267 0.198 3.217
H 0.594 0.192 -0.120
H 0.346 1.233 1.166
H 1.867 0.814 0.697
C -1.410 -0.575 -1.141
C -0.528 0.056 -2.181
C 0.113 1.217 -2.102
H -0.941 -1.439 -0.664
H -1.693 0.165 -0.381
H -2.336 -0.908 -1.609
H -0.377 -0.494 -3.107
H 0.639 1.634 -2.945
H -0.037 1.857 -1.235

As for the lowest unoccupied orbital energy: -3.38 eV. Its largest force on an atom is 0.742 eV/Å. The total energy is -6861.498 eV. The HOMO energy comes out at -13.9 eV. The charge is +1. The value obtained for the energy relative to the best compared isomer or geometry (same formula, charge and spin) is 47.51 kcal per mole.